Record 1
C4H9Cl in the gas phase, computed with ωB97M-V/def2-TZVPD.

2S+1: 1
SMILES: CC(C)(C)Cl
net charge: 0
LUMO: 0.9 eV
energy above the lowest of the compared OMol25 structures with the same formula, charge and spin: 31.14 kcal per mole
largest force on an atom: 4.9 eV Å⁻¹
highest occupied orbital energy: -10.29 eV
gap between HOMO and LUMO: 11.2055 eV

Atoms and positions in Å:
C (-1.23, -0.01, -0.77)
C (-0.07, -0.47, 0.11)
C (-0.17, 0.64, 1.24)
C (1.39, -0.27, -0.42)
Cl (-0.22, -2.26, 0.53)
H (-1.86, -0.82, -1.19)
H (-1.88, 0.70, -0.34)
H (-0.77, 0.57, -1.57)
H (0.80, 0.70, 1.62)
H (-0.27, 1.64, 0.71)
H (-0.92, 0.43, 1.97)
H (1.86, 0.60, -0.06)
H (2.10, -1.06, -0.24)
H (1.22, -0.38, -1.59)

Results of the natural (NBO) charge analysis, in e, for atoms 1 through 8: -0.64 0.03 -0.61 -0.63 -0.09 0.23 0.21 0.22

***

Record 2
2 unconnected molecules or ions with the total composition C2H3FINO, computed with ωB97M-V/def2-TZVPD.

2S+1: 1
SMILES: [O-][N+]#CI.CF
net charge: 0
LUMO: -0.9 eV
energy above the lowest of the compared OMol25 structures with the same formula, charge and spin: 74.16 kcal per mole
largest force on an atom: 4.7 eV Å⁻¹
highest occupied orbital energy: -9.81 eV
gap between HOMO and LUMO: 8.9440 eV

Atoms and positions in Å:
O (-2.38, 1.23, -1.04)
N (-1.21, 1.23, -1.09)
C (-0.05, 0.97, -0.97)
I (1.82, 1.27, -1.67)
C (0.38, -0.90, 0.86)
F (0.11, -1.80, 1.97)
H (1.05, -1.27, 0.21)
H (-0.58, -0.72, 0.46)
H (0.84, -0.02, 1.26)

Results of the natural (NBO) charge analysis, in e, for atoms 1 through 8: -0.35 0.19 -0.16 0.32 -0.12 -0.39 0.16 0.18

***

Record 3
2 unconnected molecules or ions with the total composition C17H22N5O4, computed with ωB97M-V/def2-TZVPD.

2S+1: 1
net charge: -1
LUMO: 2.1 eV
largest force on an atom: 3.3 eV Å⁻¹
highest occupied orbital energy: -3.88 eV
gap between HOMO and LUMO: 6.0301 eV

Atoms and positions in Å:
C (3.36, -1.57, 2.43)
C (2.37, -1.52, 1.32)
C (2.66, -0.91, 0.11)
C (1.83, -1.04, -1.07)
O (0.82, -1.77, -1.12)
N (2.18, -0.30, -2.19)
C (1.47, -0.48, -3.43)
C (3.24, 0.68, -2.26)
N (1.18, -2.15, 1.42)
N (1.02, -3.11, 2.23)
C (-0.35, -3.56, 2.21)
N (-1.17, -2.84, 1.41)
O (-0.63, -4.51, 2.93)
H (4.22, -0.94, 2.19)
H (2.94, -1.22, 3.39)
H (3.71, -2.61, 2.56)
H (3.62, -0.39, 0.07)
H (0.77, -1.31, -3.34)
H (0.92, 0.43, -3.69)
H (2.18, -0.68, -4.25)
H (3.81, 0.70, -1.33)
H (3.92, 0.45, -3.09)
H (2.82, 1.69, -2.42)
H (-0.76, -2.23, 0.71)
H (-2.14, -3.09, 1.39)
C (-2.84, 0.86, -3.15)
C (-1.68, 1.54, -2.75)
C (-1.54, 1.97, -1.43)
C (-2.56, 1.74, -0.50)
C (-2.37, 2.16, 0.93)
C (-1.62, 1.12, 1.78)
C (-1.34, 1.63, 3.19)
O (0.07, 1.67, 3.30)
C (0.63, 1.10, 2.18)
O (1.85, 1.00, 2.10)
N (-0.33, 0.72, 1.30)
C (-3.73, 1.09, -0.91)
C (-3.86, 0.64, -2.22)
H (-2.95, 0.53, -4.19)
H (-0.88, 1.74, -3.46)
H (-0.64, 2.48, -1.10)
H (-1.80, 3.11, 0.96)
H (-3.35, 2.32, 1.39)
H (-2.26, 0.21, 1.83)
H (-1.71, 2.65, 3.35)
H (-1.75, 0.92, 3.92)
H (-4.53, 0.95, -0.17)
H (-4.77, 0.11, -2.52)

Results of the natural (NBO) charge analysis, in e, for atoms 1 through 8: -0.66 0.24 -0.24 0.64 -0.63 -0.43 -0.41 -0.40

***

Record 4
2 unconnected molecules or ions with the total composition C2H3NO, computed with ωB97M-V/def2-TZVPD.

2S+1: 1
net charge: 0
LUMO (spin up / spin down): -0.4 / -0.4 eV
energy above the lowest of the compared OMol25 structures with the same formula, charge and spin: 85.45 kcal per mole
largest force on an atom: 4.6 eV Å⁻¹
highest occupied orbital energy (spin up / spin down): -9.21 / -9.22 eV
gap between HOMO and LUMO (spin up / spin down): 8.7775 / 8.7795 eV

Atoms and positions in Å:
C (-0.32, -0.13, 0.25)
C (0.99, 0.24, -0.14)
N (-0.83, -1.24, -0.08)
O (2.13, 0.04, 0.03)
H (-0.83, 0.67, 0.81)
H (0.64, 1.82, -1.09)
H (-1.78, -1.40, 0.23)

Atom-resolved charges from natural (NBO), all expressed in e: -0.04 0.61 -0.55 -0.43 0.20 -0.16 0.36

***

Record 5
C7H6BrNO2S in the gas phase, computed with ωB97M-V/def2-TZVPD.

2S+1: 1
SMILES: O=[N+]([O-])c1c(Br)csc1C1CC1
net charge: 0
LUMO: -0.3 eV
energy above the lowest of the compared OMol25 structures with the same formula, charge and spin: 50.36 kcal per mole
largest force on an atom: 4.7 eV Å⁻¹
highest occupied orbital energy: -8.91 eV
gap between HOMO and LUMO: 8.6392 eV

Atoms and positions in Å:
O (-4.02, -2.25, -0.55)
N (-3.04, -1.93, 0.10)
O (-2.31, -2.63, 0.76)
C (-2.75, -0.55, 0.18)
C (-3.65, 0.54, 0.19)
Br (-5.55, 0.37, -0.08)
C (-3.13, 1.75, 0.15)
S (-1.39, 1.63, 0.13)
C (-1.36, -0.08, 0.23)
C (-0.13, -0.79, 0.15)
C (1.13, -0.12, 0.40)
C (0.74, -0.28, -1.00)
H (-3.69, 2.66, 0.25)
H (-0.20, -1.83, 0.32)
H (2.04, -0.84, 0.76)
H (0.90, 0.86, 0.92)
H (0.46, 0.64, -1.40)
H (1.02, -1.03, -1.61)

Results of the natural (NBO) charge analysis, in e, for atoms 1 through 8: -0.36 0.53 -0.38 -0.07 -0.08 0.08 -0.44 0.45

***

Record 6
A molecular structure, C5H8O, computed with ωB97M-V/def2-TZVPD.

2S+1: 1
net charge: 0
LUMO: 0.8 eV
energy above the lowest of the compared OMol25 structures with the same formula, charge and spin: 110.16 kcal per mole
largest force on an atom: 0.3 eV Å⁻¹
highest occupied orbital energy: -8.38 eV
gap between HOMO and LUMO: 9.1454 eV

Atoms and positions in Å:
C (-0.62, -1.10, -0.27)
C (0.38, -0.27, -1.11)
C (-0.72, 1.13, -0.01)
C (-0.49, -0.10, 0.87)
O (0.89, -0.13, 1.21)
C (1.50, -0.11, -0.11)
H (-1.61, -1.17, -0.72)
H (-0.24, -2.10, -0.04)
H (-0.23, 0.89, -1.16)
H (-1.76, 1.25, -0.34)
H (-0.27, 2.06, 0.33)
H (-1.07, -0.17, 1.80)
H (2.16, -0.98, -0.21)
H (2.09, 0.80, -0.23)

Results of the natural (NBO) charge analysis, in e, for atoms 1 through 8: -0.50 -0.13 -0.48 0.07 -0.53 -0.20 0.21 0.23

***

What did the sixth record say?
A molecular structure, C5H8O, computed with ωB97M-V/def2-TZVPD.

2S+1: 1
net charge: 0
LUMO: 0.8 eV
energy above the lowest of the compared OMol25 structures with the same formula, charge and spin: 110.16 kcal per mole
largest force on an atom: 0.3 eV Å⁻¹
highest occupied orbital energy: -8.38 eV
gap between HOMO and LUMO: 9.1454 eV

Atoms and positions in Å:
C (-0.62, -1.10, -0.27)
C (0.38, -0.27, -1.11)
C (-0.72, 1.13, -0.01)
C (-0.49, -0.10, 0.87)
O (0.89, -0.13, 1.21)
C (1.50, -0.11, -0.11)
H (-1.61, -1.17, -0.72)
H (-0.24, -2.10, -0.04)
H (-0.23, 0.89, -1.16)
H (-1.76, 1.25, -0.34)
H (-0.27, 2.06, 0.33)
H (-1.07, -0.17, 1.80)
H (2.16, -0.98, -0.21)
H (2.09, 0.80, -0.23)

Results of the natural (NBO) charge analysis, in e, for atoms 1 through 8: -0.50 -0.13 -0.48 0.07 -0.53 -0.20 0.21 0.23

***

Q: What is the largest force on an atom in the second record?
A: 4.7 eV Å⁻¹